Record 1
# C5H12O2

A cluster of 3 separate species, C5H12O2 in total at a distorted geometry (ωB97M-V/def2-TZVPD, OMol25).

Results
Energy relative to the best compared isomer or geometry (same formula, charge and spin) = 23.5 kcal per mole
Multiplicity = 2
LUMO energy (alpha / beta) = 3.16 / 3.11 eV
Charge = -1
Expectation value of S² = 0.764

```
19
Properties=species:S:1:pos:R:3:lowdin_spin:R:1
C 0.806 1.738 0.192 0.009
C 0.753 1.233 1.598 0.125
C -0.375 1.489 2.359 0.272
C 2.665 -0.305 1.243 0.234
C 1.823 0.425 2.054 0.134
H 1.645 2.380 -0.058 0.002
H 0.786 0.866 -0.492 0.014
H -0.100 2.316 -0.029 0.004
H -1.297 1.884 1.949 0.041
H -0.457 1.402 3.428 0.032
H 2.770 -0.248 0.171 0.041
H 3.358 -1.020 1.669 0.031
H 1.811 0.212 3.110 0.000
H -2.994 -2.292 -3.405 0.002
H -3.345 -1.935 -4.841 0.001
O -2.792 -2.536 -4.322 0.009
H -1.416 -2.464 -1.140 0.012
H -1.540 -1.220 -1.925 0.008
O -2.101 -1.923 -1.562 0.032
```

Record 2
# C5H12O2

A structure of composition C5H12O2 at a distorted geometry (ωB97M-V/def2-TZVPD, OMol25).

Results
Energy relative to the best compared isomer or geometry (same formula, charge and spin) = 94.8 kcal per mole
LUMO energy = 0.80 eV

```
19
Properties=species:S:1:pos:R:3:nbo_charge:R:1
C 0.183 1.115 2.345 -0.602
C 0.905 0.158 1.394 -0.430
C -0.068 -0.344 0.334 0.064
O -0.688 0.980 -0.423 -0.755
C 0.293 -1.029 -0.921 0.100
C -1.253 -0.434 -1.921 -0.597
O 1.507 -0.520 -1.419 -0.728
H -0.205 1.972 1.789 0.230
H -0.670 0.613 2.820 0.198
H 0.846 1.468 3.142 0.207
H 1.764 0.637 0.916 0.218
H 1.303 -0.685 1.979 0.209
H -0.868 -0.935 0.825 0.201
H 0.053 1.252 -1.007 0.464
H 0.259 -2.135 -0.959 0.168
H -1.356 0.447 -2.611 0.207
H -1.145 -1.305 -2.520 0.155
H -2.211 -0.456 -1.363 0.215
H 1.465 -0.660 -2.371 0.477
```

Record 3
# C5H12O2

A cluster of 3 separate species, C5H12O2 in total at a distorted geometry (ωB97M-V/def2-TZVPD, OMol25).

Results
Structure (SMILES) = C=C/C=C/C.O.O
Energy relative to the best compared isomer or geometry (same formula, charge and spin) = 94.4 kcal per mole
LUMO energy = 0.53 eV

```
19
Properties=species:S:1:pos:R:3:nbo_charge:R:1
C 0.083 4.163 0.312 -0.658
C -0.436 3.252 -0.849 -0.126
C -0.992 2.066 -0.557 -0.284
C -1.366 1.030 -1.490 -0.203
C -1.822 0.960 -2.756 -0.383
H -0.833 4.870 0.359 0.230
H 0.432 3.533 1.063 0.218
H 0.985 4.549 -0.119 0.218
H -0.665 3.877 -1.843 0.202
H -1.330 1.854 0.464 0.212
H -1.824 0.090 -0.949 0.180
H -2.597 0.238 -2.912 0.202
H -1.328 1.509 -3.579 0.191
H 3.059 -5.702 1.193 0.483
H 2.656 -6.759 2.294 0.477
O 2.331 -6.344 1.438 -0.952
H 1.572 -4.376 3.297 0.452
H 1.036 -4.804 2.028 0.484
O 1.037 -4.008 2.605 -0.943
```

Record 4
# C5H12O2

A cluster of 3 separate species, C5H12O2 in total at a distorted geometry (ωB97M-V/def2-TZVPD, OMol25).

Results
Structure (SMILES) = C=CCC=C.O.O
Energy relative to the best compared isomer or geometry (same formula, charge and spin) = 53.5 kcal per mole
LUMO energy = 0.77 eV

```
19
Properties=species:S:1:pos:R:3:nbo_charge:R:1
C 0.078 0.109 -0.044 -0.161
C 0.217 -0.169 -1.324 -0.383
C 1.207 -0.059 0.939 -0.491
C 1.455 1.209 1.732 -0.160
C 2.575 1.463 2.396 -0.397
H -0.770 0.694 0.281 0.195
H -0.587 -0.028 -2.028 0.196
H 1.121 -0.531 -1.793 0.176
H 2.112 -0.287 0.392 0.214
H 0.985 -0.901 1.606 0.228
H 0.656 1.935 1.737 0.193
H 2.659 2.397 2.935 0.197
H 3.383 0.758 2.541 0.193
H 1.236 -4.160 -2.554 0.468
H 1.693 -2.889 -1.845 0.466
O 1.158 -3.680 -1.724 -0.933
H -6.290 0.840 -0.477 0.475
H -6.216 2.058 -1.500 0.474
O -6.672 1.241 -1.270 -0.950
```

Record 5
# C5H12O2

A cluster of 3 separate species, C5H12O2 in total at a distorted geometry (ωB97M-V/def2-TZVPD, OMol25).

Results
Structure (SMILES) = C=C/C=C/C.O.O
Energy relative to the best compared isomer or geometry (same formula, charge and spin) = 65.6 kcal per mole
LUMO energy = 0.75 eV

```
19
Properties=species:S:1:pos:R:3:nbo_charge:R:1
C 3.060 -0.126 -2.248 -0.646
C 2.121 -0.414 -1.099 -0.110
C 2.152 -0.290 0.244 -0.270
C 1.198 -0.982 1.127 -0.197
C -0.011 -1.578 0.941 -0.393
H 4.021 0.235 -1.902 0.212
H 3.252 -1.107 -2.718 0.222
H 2.551 0.462 -3.001 0.223
H 1.224 -0.896 -1.501 0.179
H 3.006 0.189 0.699 0.198
H 1.339 -0.621 2.154 0.184
H -0.500 -1.822 1.877 0.198
H -0.196 -2.212 0.066 0.197
H -4.786 3.357 3.067 0.458
H -5.276 3.226 4.349 0.458
O -4.764 2.653 3.747 -0.915
H -3.393 -0.448 -1.717 0.464
H -2.534 0.645 -2.184 0.463
O -2.463 -0.271 -1.902 -0.925
```

Record 6
# C5H12O2

An isolated molecule of C5H12O2 at a distorted geometry (ωB97M-V/def2-TZVPD, OMol25).

Results
Structure (SMILES) = C[C@H](O)C(C)(C)O
Energy relative to the best compared isomer or geometry (same formula, charge and spin) = 52.7 kcal per mole
LUMO energy = 0.81 eV

```
19
Properties=species:S:1:pos:R:3:nbo_charge:R:1
C 0.814 -0.149 -0.057 0.279
C -0.787 0.817 -0.076 0.086
C 1.317 0.528 -1.232 -0.601
C 0.490 -1.618 -0.198 -0.660
C -1.421 0.680 1.297 -0.664
O 1.536 0.170 1.076 -0.710
O -1.578 0.322 -1.132 -0.740
H 1.331 -0.455 1.780 0.473
H -2.462 0.097 -0.825 0.472
H 2.451 -0.157 -1.385 0.144
H -0.582 1.876 -0.271 0.159
H 0.771 0.329 -2.142 0.239
H 1.640 1.548 -1.066 0.229
H -0.780 1.119 2.059 0.229
H -2.382 1.203 1.332 0.206
H 1.415 -2.191 -0.256 0.219
H -0.089 -1.959 0.662 0.203
H -0.081 -1.792 -1.104 0.239
H -1.603 -0.368 1.538 0.197
```

Record 7
# C5H12O2

A structure of composition C5H12O2 at a distorted geometry (ωB97M-V/def2-TZVPD, OMol25).

Results
Energy relative to the best compared isomer or geometry (same formula, charge and spin) = 64.6 kcal per mole
LUMO energy = 0.62 eV

```
19
Properties=species:S:1:pos:R:3:nbo_charge:R:1
C 2.349 0.198 1.378 -0.606
C 0.922 0.643 1.074 -0.415
C 0.359 -0.076 -0.163 0.041
O 0.267 -1.433 -0.032 -0.816
C -0.997 0.393 -0.598 0.202
C -1.504 -0.124 -1.911 -0.680
O -1.922 -0.594 0.564 -0.802
H 2.382 -0.891 1.452 0.228
H 3.041 0.501 0.584 0.197
H 2.710 0.627 2.318 0.205
H 0.279 0.416 1.932 0.204
H 0.887 1.730 0.916 0.186
H 0.904 0.343 -1.055 0.158
H -0.946 -1.318 0.471 0.493
H -1.156 1.466 -0.427 0.206
H -1.211 -1.172 -1.996 0.249
H -2.587 -0.011 -1.908 0.218
H -1.126 0.429 -2.779 0.238
H -2.650 -1.128 0.180 0.493
```

Record 8
# C5H12O2

An isolated molecule of C5H12O2 at a distorted geometry (ωB97M-V/def2-TZVPD, OMol25).

Results
Structure (SMILES) = CC[C@@H](O)CCO
Energy relative to the best compared isomer or geometry (same formula, charge and spin) = 62.8 kcal per mole
LUMO energy = 0.72 eV

```
19
Properties=species:S:1:pos:R:3:nbo_charge:R:1
C 2.636 -0.433 0.439 -0.660
C 1.608 -0.241 -0.627 -0.401
C 0.187 -0.192 0.250 0.054
O 0.402 0.281 1.563 -0.722
C -0.802 0.636 -0.587 -0.463
C -2.248 0.183 -0.514 -0.063
O -2.736 0.525 0.776 -0.735
H 3.528 0.193 0.409 0.211
H 2.021 -0.031 1.293 0.260
H 2.874 -1.485 0.632 0.204
H 1.440 -1.045 -1.359 0.200
H 1.717 0.725 -1.142 0.198
H -0.108 -1.252 0.351 0.154
H -0.633 0.103 1.508 0.512
H -0.455 0.527 -1.618 0.220
H -0.735 1.704 -0.326 0.231
H -2.282 -0.907 -0.665 0.158
H -2.847 0.651 -1.310 0.167
H -3.567 0.059 0.928 0.477
```